No. 1
An isolated molecule of C24H25N5O. Source: OMol25; level of theory: the ωB97M-V functional and the def2-TZVPD basis.

Calculated values
- Structure (SMILES): c1cc(-c2cnn3cc(-c4ccc(OCCN5CCCCC5)cc4)cnc23)ccn1
- Lowest unoccupied orbital energy: 0.00 eV
- HOMO-LUMO gap: 8.01 eV
- Charge: 0
- HOMO energy: -8.00 eV

Each line ends with the Mulliken charge.
Positions of all 55 atoms, in Å:
C (-8.57, 0.63, 0.72)  -0.35
C (-7.48, -0.22, 0.69)  -0.60
C (-6.20, 0.31, 0.91)  1.12
C (-5.01, -0.51, 0.88)  -0.51
C (-4.92, -1.91, 0.75)  -0.48
N (-3.67, -2.34, 0.72)  -1.75
N (-2.91, -1.26, 0.83)  1.07
C (-1.57, -1.21, 0.81)  -0.20
C (-0.95, 0.01, 0.92)  0.27
C (0.51, 0.14, 0.85)  0.41
C (1.35, -0.86, 1.36)  -0.65
C (2.71, -0.75, 1.25)  -0.62
C (3.30, 0.36, 0.63)  0.76
O (4.65, 0.35, 0.57)  -0.48
C (5.34, 1.36, -0.14)  -0.68
C (5.22, 1.22, -1.68)  -1.04
N (5.95, 0.14, -2.29)  0.13
C (5.50, -1.19, -1.91)  -0.48
C (6.06, -2.21, -2.90)  -0.84
C (7.58, -2.14, -2.92)  -0.69
C (8.01, -0.72, -3.23)  -0.85
C (7.39, 0.25, -2.23)  -0.60
C (2.47, 1.36, 0.14)  -0.22
C (1.10, 1.25, 0.25)  -1.07
C (-1.79, 1.14, 1.06)  -0.46
N (-3.09, 1.09, 1.07)  -0.43
C (-3.68, -0.10, 0.94)  0.69
C (-6.12, 1.69, 1.16)  -0.42
C (-7.28, 2.43, 1.17)  -0.41
N (-8.49, 1.93, 0.95)  -0.65
H (-9.57, 0.25, 0.55)  0.37
H (-7.61, -1.27, 0.49)  0.27
H (-5.72, -2.62, 0.67)  0.48
H (-1.05, -2.15, 0.67)  0.55
H (0.92, -1.72, 1.86)  0.44
H (3.36, -1.51, 1.64)  0.45
H (4.99, 2.35, 0.17)  0.36
H (6.38, 1.25, 0.16)  0.46
H (4.16, 1.09, -1.94)  0.63
H (5.57, 2.15, -2.12)  0.37
H (4.41, -1.21, -1.93)  0.37
H (5.83, -1.45, -0.89)  0.29
H (5.67, -1.98, -3.89)  0.34
H (5.72, -3.21, -2.62)  0.37
H (7.98, -2.83, -3.66)  0.31
H (7.97, -2.44, -1.94)  0.32
H (7.67, -0.45, -4.23)  0.33
H (9.10, -0.63, -3.20)  0.38
H (7.67, 1.27, -2.47)  0.43
H (7.78, 0.01, -1.22)  0.30
H (2.88, 2.24, -0.34)  0.39
H (0.47, 2.03, -0.16)  0.42
H (-1.36, 2.13, 1.20)  0.58
H (-5.16, 2.14, 1.33)  0.44
H (-7.25, 3.50, 1.35)  0.37

***

No. 2
An isolated molecule of C24H25N5O2. Source: OMol25; level of theory: the ωB97M-V functional and the def2-TZVPD basis.

Calculated values
- Structure (SMILES): CN(CCn1ccnc1)Cc1cn(Cc2ccccc2)nc1-c1ccc2c(c1)OCO2
- Lowest unoccupied orbital energy: 0.72 eV
- HOMO-LUMO gap: 8.45 eV
- Charge: 0
- HOMO energy: -7.72 eV

Each line ends with the Mulliken charge.
Positions of all 56 atoms, in Å:
C (-0.38, 2.19, -0.84)  -0.91
N (-0.80, 1.49, -2.04)  0.09
C (-0.48, 2.19, -3.26)  -0.91
C (1.00, 2.53, -3.54)  -0.86
N (1.82, 1.37, -3.77)  0.31
C (1.73, 0.51, -4.83)  -0.20
C (2.67, -0.46, -4.61)  -0.66
N (3.33, -0.21, -3.45)  -0.53
C (2.80, 0.89, -2.97)  -0.07
C (-0.40, 0.09, -2.02)  0.59
C (-1.03, -0.62, -0.87)  0.12
C (-2.37, -0.88, -0.67)  -1.39
N (-2.49, -1.47, 0.54)  0.75
C (-3.70, -1.85, 1.22)  -1.31
C (-4.29, -0.68, 1.96)  0.79
C (-5.59, -0.27, 1.74)  -0.54
C (-6.11, 0.81, 2.44)  -0.56
C (-5.32, 1.50, 3.35)  -0.38
C (-4.01, 1.09, 3.57)  -0.66
C (-3.50, 0.01, 2.88)  -0.19
N (-1.31, -1.59, 1.14)  -1.03
C (-0.40, -1.09, 0.31)  0.67
C (1.01, -1.03, 0.65)  0.06
C (1.99, -1.40, -0.26)  -0.57
C (3.35, -1.29, 0.03)  -1.16
C (3.69, -0.82, 1.27)  1.08
C (2.71, -0.48, 2.21)  1.04
C (1.37, -0.57, 1.93)  -1.26
O (3.32, -0.05, 3.37)  -0.51
C (4.70, -0.15, 3.13)  -0.27
O (4.93, -0.61, 1.82)  -0.49
H (-0.90, 1.76, 0.01)  0.27
H (-0.67, 3.24, -0.92)  0.37
H (0.70, 2.12, -0.65)  0.23
H (-1.03, 3.13, -3.25)  0.43
H (-0.87, 1.59, -4.09)  0.43
H (1.42, 3.08, -2.70)  0.41
H (1.03, 3.17, -4.43)  0.38
H (1.04, 0.66, -5.63)  0.43
H (2.91, -1.31, -5.21)  0.42
H (3.10, 1.36, -2.06)  0.38
H (-0.74, -0.36, -2.96)  0.57
H (0.68, -0.03, -1.95)  -0.56
H (-3.22, -0.68, -1.29)  0.52
H (-3.43, -2.64, 1.92)  0.28
H (-4.41, -2.24, 0.48)  0.49
H (-6.21, -0.79, 1.03)  0.33
H (-7.13, 1.13, 2.26)  0.37
H (-5.72, 2.34, 3.89)  0.38
H (-3.40, 1.62, 4.28)  0.39
H (-2.48, -0.32, 3.04)  0.46
H (1.71, -1.80, -1.22)  0.61
H (4.10, -1.56, -0.70)  0.43
H (0.62, -0.30, 2.65)  0.47
H (5.17, 0.85, 3.25)  0.24
H (5.15, -0.85, 3.85)  0.25

***

No. 3
An isolated molecule of C24H26BrN6O3P. Source: OMol25; level of theory: the ωB97M-V functional and the def2-TZVPD basis.

Calculated values
- Structure (SMILES): Cc1nn(CCC#N)c(NC(=O)c2ccccc2)c1[P@@](=O)(Nc1ccc(Br)cc1)N1CCOCC1
- Lowest unoccupied orbital energy: 0.51 eV
- HOMO-LUMO gap: 8.92 eV
- Charge: 0
- HOMO energy: -8.41 eV

Each line ends with the Mulliken charge.
Positions of all 61 atoms, in Å:
C (1.17, -1.35, -2.91)  -1.07
C (0.13, -1.56, -1.88)  0.42
N (-0.33, -2.76, -1.62)  -1.31
N (-1.25, -2.65, -0.65)  1.03
C (-1.81, -3.85, -0.10)  -0.83
C (-0.99, -4.34, 1.11)  -0.48
C (-0.99, -3.36, 2.17)  0.40
N (-0.97, -2.57, 3.00)  -0.48
C (-1.39, -1.36, -0.27)  -0.87
N (-2.19, -0.86, 0.74)  0.74
C (-3.44, -1.25, 1.12)  0.18
O (-4.06, -2.14, 0.57)  -0.69
C (-3.99, -0.45, 2.24)  0.57
C (-5.38, -0.29, 2.32)  -0.60
C (-5.94, 0.43, 3.35)  -0.59
C (-5.12, 0.99, 4.33)  -0.34
C (-3.75, 0.81, 4.27)  -0.92
C (-3.18, 0.09, 3.23)  -0.01
C (-0.51, -0.61, -1.04)  0.08
P (-0.41, 1.17, -0.83)  1.04
O (-0.72, 1.60, 0.54)  -0.90
N (1.09, 1.64, -1.44)  -0.06
C (2.31, 1.27, -0.91)  0.02
C (2.38, 0.39, 0.16)  0.23
C (3.60, -0.01, 0.66)  -0.93
C (4.76, 0.47, 0.08)  0.02
Br (6.45, -0.09, 0.76)  -0.21
C (4.72, 1.35, -0.98)  -0.62
C (3.49, 1.75, -1.48)  -0.49
N (-1.40, 1.94, -1.94)  0.33
C (-2.70, 2.42, -1.51)  -0.44
C (-3.08, 3.62, -2.38)  -0.80
O (-3.09, 3.27, -3.75)  -0.39
C (-1.84, 2.78, -4.16)  -0.77
C (-1.42, 1.56, -3.34)  -0.18
H (2.06, -0.88, -2.47)  0.19
H (0.81, -0.71, -3.71)  0.20
H (1.45, -2.31, -3.33)  0.38
H (-1.76, -4.61, -0.89)  0.42
H (-2.85, -3.67, 0.18)  0.32
H (0.04, -4.52, 0.81)  0.31
H (-1.42, -5.27, 1.49)  0.40
H (-1.85, 0.03, 1.09)  0.30
H (-5.99, -0.74, 1.56)  0.43
H (-7.01, 0.56, 3.40)  0.39
H (-5.56, 1.55, 5.14)  0.39
H (-3.12, 1.22, 5.04)  0.39
H (-2.11, -0.07, 3.22)  0.43
H (1.09, 2.38, -2.13)  0.18
H (1.47, 0.04, 0.62)  0.48
H (3.65, -0.70, 1.50)  0.46
H (5.63, 1.73, -1.42)  0.42
H (3.45, 2.44, -2.31)  0.39
H (-2.64, 2.70, -0.46)  0.44
H (-3.47, 1.64, -1.63)  0.27
H (-4.08, 3.97, -2.14)  0.36
H (-2.35, 4.43, -2.20)  0.33
H (-1.94, 2.53, -5.22)  0.36
H (-1.07, 3.57, -4.05)  0.35
H (-0.43, 1.22, -3.64)  0.12
H (-2.14, 0.75, -3.52)  0.22

***

No. 4
A structure of composition C24H26BrO4OsPS. Source: OMol25; level of theory: the ωB97M-V functional and the def2-TZVPD basis.

Calculated values
- Lowest unoccupied orbital energy (spin up / spin down): -9.06 / -8.73 eV
- HOMO-LUMO gap (spin up / spin down): 4.89 / 5.22 eV
- Charge: +2
- HOMO energy (spin up / spin down): -13.95 / -13.95 eV

Each line ends with the Mulliken charge.
Positions of all 58 atoms, in Å:
Os (0.94, 0.10, 0.37)  1.34
C (-4.02, -1.30, -0.63)  -1.63
C (-2.89, -0.84, 0.23)  0.84
C (-2.29, -1.70, 1.16)  -0.42
C (-1.27, -1.27, 1.99)  -0.74
C (-0.81, 0.06, 1.91)  -0.71
C (-1.43, 0.95, 1.00)  -0.51
C (-2.44, 0.49, 0.16)  -0.55
H (-4.97, -1.06, -0.14)  0.36
H (-3.99, -2.38, -0.78)  0.40
H (-4.02, -0.79, -1.59)  0.41
H (-2.65, -2.72, 1.24)  0.50
H (-0.87, -1.93, 2.75)  0.50
H (-0.25, 0.47, 2.75)  0.72
H (-1.20, 2.01, 1.04)  0.73
H (-2.93, 1.18, -0.50)  0.51
C (3.86, -1.01, -1.15)  -1.27
P (3.24, -0.37, 0.42)  0.93
C (4.19, 1.13, 0.71)  -1.25
C (3.80, -1.51, 1.70)  -1.20
H (4.95, -0.95, -1.15)  0.46
H (3.47, -0.41, -1.98)  0.38
H (3.56, -2.05, -1.29)  0.32
H (5.25, 0.86, 0.75)  0.57
H (3.90, 1.58, 1.66)  0.35
H (4.03, 1.85, -0.09)  0.35
H (4.89, -1.48, 1.68)  0.48
H (3.48, -2.53, 1.51)  0.28
H (3.46, -1.19, 2.68)  0.39
Br (0.77, 6.61, -3.15)  -0.12
C (1.08, 5.87, -1.45)  -0.21
C (1.37, 6.70, -0.38)  -0.30
C (1.61, 6.16, 0.88)  -0.80
C (1.57, 4.79, 1.07)  -0.59
C (1.27, 3.97, -0.02)  0.31
C (1.03, 4.50, -1.29)  -0.47
C (1.23, 2.54, 0.16)  1.04
O (1.46, 1.93, 1.25)  -0.69
O (0.96, 1.70, -0.80)  -0.73
H (1.40, 7.77, -0.52)  0.45
H (1.84, 6.81, 1.71)  0.44
H (1.75, 4.36, 2.04)  0.51
H (0.79, 3.86, -2.13)  0.59
O (2.31, -8.04, -0.58)  -0.43
C (2.58, -6.99, 0.19)  0.54
O (3.33, -7.06, 1.12)  -0.49
C (1.94, -5.66, -0.15)  0.54
C (1.72, -4.79, 0.92)  -0.87
C (1.24, -3.52, 0.69)  -0.62
C (0.98, -3.10, -0.63)  0.68
S (0.42, -1.53, -1.03)  -0.18
C (1.16, -3.99, -1.70)  -0.82
C (1.65, -5.26, -1.46)  -0.74
H (1.64, -7.87, -1.25)  0.32
H (1.94, -5.14, 1.92)  0.50
H (1.06, -2.85, 1.52)  0.70
H (0.93, -3.67, -2.71)  0.50
H (1.84, -5.92, -2.29)  0.41

***

In order of appearance, electronic energy = -34791.2458; -36838.2872; -119726.9452; -126119.4030 eV.